{
  "formula": "C17H24N4O2S",
  "method": "wB97M-V/def2-TZVPD",
  "de_lowest_kj_mol": 8.4,
  "total_energy_ha": -1429.970515,
  "smiles": "CCCC[C@@H](CC)CNC(=O)Cn1c(=S)[nH]c2ncccc2c1=O",
  "elements": ["C", "C", "C", "C", "H", "H", "C", "C", "C", "H", "H", "H", "H", "H", "H", "C", "N", "C", "O", "C", "N", "C", "S", "N", "C", "N", "C", "C", "C", "C", "C", "O", "H", "H", "H", "H", "H", "H", "H", "H", "H", "H", "H", "H", "H", "H", "H", "H"],
  "xyz": [[-4.3780, -1.8088, -2.2134], [-3.2306, -0.8326, -1.9851], [-2.4146, -1.2019, -0.7477], [-1.2768, -0.2143, -0.4761], [-0.7516, -0.0520, -1.4225], [-0.5645, -0.6693, 0.2169], [-1.7493, 1.1349, 0.0993], [-1.5124, 1.2450, 1.6107], [-2.3333, 0.2533, 2.4255], [-2.0454, -0.7717, 2.2048], [-2.1735, 0.4269, 3.4868], [-3.3952, 0.3693, 2.2165], [-0.4537, 1.0997, 1.8334], [-1.7702, 2.2580, 1.9259], [-2.8232, 1.2416, -0.0827], [-1.0647, 2.3089, -0.6212], [0.3729, 2.2617, -0.4910], [1.0598, 3.0509, 0.3556], [0.5881, 3.9941, 0.9439], [2.5517, 2.7000, 0.4884], [2.8610, 1.3156, 0.1883], [3.5221, 0.9976, -0.9718], [3.9836, 2.1045, -2.0971], [3.7853, -0.3222, -1.1963], [3.4092, -1.3361, -0.3632], [3.7189, -2.5769, -0.7176], [3.3426, -3.5547, 0.0855], [2.6401, -3.3572, 1.2702], [2.3181, -2.0637, 1.6393], [2.7101, -1.0161, 0.8098], [2.4116, 0.3815, 1.1272], [1.8093, 0.7420, 2.1119], [1.7763, -1.8382, 2.5455], [2.3573, -4.1971, 1.8831], [3.6188, -4.5475, -0.2421], [4.2886, -0.5571, -2.0433], [3.1235, 3.3424, -0.1851], [2.8348, 2.9129, 1.5221], [0.8355, 1.4887, -0.9406], [-1.3212, 2.2975, -1.6854], [-1.3861, 3.2572, -0.1863], [-1.9902, -2.1987, -0.8954], [-3.0762, -1.2503, 0.1175], [-2.5769, -0.8311, -2.8609], [-3.6344, 0.1756, -1.8742], [-4.9426, -1.5357, -3.1017], [-3.9990, -2.8201, -2.3450], [-5.0555, -1.8065, -1.3622]],
  "forces_ev_per_angstrom": [[0.13, 0.21, -0.07], [-0.06, -0.24, 0.20], [0.20, 0.17, -0.27], [-0.29, -0.03, 0.16], [0.09, -0.04, -0.06], [0.12, 0.01, 0.00], [0.36, 0.23, 0.01], [-0.23, -0.07, -0.10], [0.17, 0.18, -0.07], [-0.02, -0.18, 0.01], [-0.03, -0.06, 0.12], [-0.14, -0.06, 0.01], [-0.02, 0.09, -0.05], [0.05, 0.06, 0.02], [-0.06, 0.01, -0.04], [-0.39, 0.02, 0.09], [-0.13, -0.38, -0.28], [0.59, -0.35, -0.19], [-0.05, 0.36, 0.31], [-0.20, 0.69, 0.40], [0.04, -0.13, 0.01], [0.30, -0.04, -0.57], [0.14, 0.18, -0.33], [0.03, 0.14, 0.03], [-0.44, -0.26, 0.79], [0.22, 0.30, -0.41], [-0.10, -0.01, 0.16], [-0.07, 0.11, 0.11], [0.14, 0.03, -0.26], [0.17, -0.33, -0.22], [-0.01, -0.21, 0.10], [0.07, -0.04, 0.05], [-0.04, 0.02, 0.07], [-0.02, -0.09, 0.04], [-0.02, -0.12, 0.05], [-0.10, 0.11, 0.11], [-0.12, -0.17, 0.15], [-0.09, -0.05, -0.17], [0.11, 0.14, 0.07], [-0.03, 0.05, 0.06], [-0.01, -0.05, -0.12], [-0.07, -0.08, 0.04], [-0.04, -0.06, 0.10], [0.05, 0.09, -0.01], [0.04, 0.09, -0.05], [-0.11, -0.05, -0.07], [-0.01, -0.13, -0.01], [-0.10, -0.04, 0.07]],
  "lowdin_charge": [-0.115, -0.271, -0.219, -0.174, 0.107, 0.106, -0.309, -0.217, -0.095, 0.064, 0.072, 0.075, 0.088, 0.118, 0.134, -0.138, 0.091, -0.480, 0.078, -0.071, -0.013, -0.785, 0.710, 0.103, -0.252, 0.133, -0.119, -0.046, 0.019, -0.054, -0.364, 0.111, 0.128, 0.104, 0.112, 0.141, 0.074, 0.143, 0.124, 0.127, 0.125, 0.114, 0.104, 0.109, 0.103, 0.067, 0.070, 0.072]
}

=====

{
  "formula": "C17H24N4O4S2",
  "method": "wB97M-V/def2-TZVPD",
  "de_lowest_kj_mol": 6.8,
  "total_energy_ha": -1978.611005,
  "smiles": "CCCCNC(=O)[C@H](CC)Sc1nc2sc(C(=O)OC)c(C)c2c(=O)n1N",
  "elements": ["C", "C", "C", "C", "N", "C", "O", "C", "C", "C", "H", "H", "H", "H", "H", "H", "S", "C", "N", "C", "C", "C", "C", "C", "O", "O", "C", "H", "H", "H", "S", "C", "H", "H", "H", "C", "O", "N", "N", "H", "H", "H", "H", "H", "H", "H", "H", "H", "H", "H", "H"],
  "xyz": [[7.5955, 1.0839, 0.3256], [6.4804, 0.0576, 0.4788], [5.9637, -0.0037, 1.9148], [4.8952, -1.0827, 2.0959], [3.7415, -0.8351, 1.2620], [3.4620, -1.5824, 0.1791], [4.0438, -2.6085, -0.0988], [2.2774, -1.1013, -0.6656], [2.3923, -1.5705, -2.1127], [3.6082, -0.9865, -2.8207], [4.5202, -1.3232, -2.3350], [3.6300, -1.3118, -3.8573], [3.5818, 0.1020, -2.8001], [1.4772, -1.3013, -2.6442], [2.4733, -2.6586, -2.0942], [1.3566, -1.4951, -0.2224], [2.0635, 0.7196, -0.5934], [0.3408, 0.8320, -0.3484], [-0.3879, -0.2419, -0.2978], [-1.7051, -0.0641, -0.1217], [-2.3298, 1.1802, -0.0052], [-3.7383, 1.0799, 0.1636], [-4.1408, -0.2327, 0.1743], [-5.4847, -0.7761, 0.3284], [-6.4995, -0.1371, 0.4738], [-5.4563, -2.1202, 0.2878], [-6.7069, -2.7737, 0.4275], [-7.1549, -2.5332, 1.3940], [-7.3903, -2.4582, -0.3638], [-6.5014, -3.8384, 0.3549], [-2.8225, -1.3689, -0.0219], [-4.6231, 2.2631, 0.3048], [-4.5711, 2.8668, -0.6004], [-4.2699, 2.8879, 1.1234], [-5.6483, 1.9566, 0.4823], [-1.5308, 2.3698, -0.0664], [-1.8722, 3.5332, 0.0174], [-0.1522, 2.0880, -0.2500], [0.7238, 3.1755, -0.2439], [0.1427, 3.9921, -0.0307], [1.1562, 3.2999, -1.1580], [3.2624, 0.0436, 1.3945], [4.5763, -1.1253, 3.1422], [5.2870, -2.0589, 1.8020], [6.7913, -0.2222, 2.5918], [5.5496, 0.9685, 2.1949], [5.6582, 0.3160, -0.1925], [6.8467, -0.9289, 0.1881], [7.2427, 2.0756, 0.6008], [7.9442, 1.1174, -0.7036], [8.4383, 0.8310, 0.9651]],
  "forces_ev_per_angstrom": [[-0.17, -0.16, -0.09], [0.12, 0.17, 0.25], [-0.16, -0.30, -0.31], [0.23, -0.03, 0.23], [0.09, 0.31, 0.35], [-0.43, 0.39, 0.10], [0.16, -0.32, -0.23], [-0.27, 0.10, -0.26], [0.14, 0.00, 0.01], [-0.14, -0.12, 0.05], [0.13, -0.02, 0.00], [0.07, 0.03, -0.11], [0.03, 0.09, -0.10], [-0.03, -0.04, 0.07], [-0.07, 0.02, -0.02], [0.19, -0.01, 0.00], [0.41, -0.03, 0.06], [-0.11, -0.45, 0.12], [0.35, -0.17, -0.11], [-0.56, 0.57, 0.09], [0.19, -0.58, -0.03], [-0.32, -0.46, 0.03], [0.61, 0.14, -0.07], [-0.41, 0.20, 0.06], [0.04, -0.18, -0.01], [0.31, 0.02, -0.04], [-0.46, -0.03, 0.05], [0.02, -0.05, -0.09], [0.05, -0.06, 0.08], [0.00, 0.05, 0.00], [0.16, 0.44, -0.01], [-0.23, 0.10, 0.06], [-0.01, 0.09, -0.01], [-0.01, 0.08, 0.00], [0.01, 0.06, -0.01], [0.17, -0.04, -0.13], [-0.14, 0.17, 0.07], [-0.25, -0.06, -0.17], [0.28, 0.39, 0.20], [0.10, -0.27, -0.11], [-0.31, -0.07, 0.00], [-0.04, -0.15, -0.13], [0.06, -0.09, -0.08], [-0.04, 0.08, 0.13], [0.03, 0.05, 0.08], [0.04, 0.08, 0.09], [-0.02, -0.08, -0.05], [-0.07, -0.06, -0.06], [0.02, 0.14, 0.03], [0.10, 0.07, -0.08], [0.12, 0.02, 0.06]],
  "lowdin_charge": [-0.113, -0.268, -0.198, -0.181, 0.039, -0.529, 0.071, -0.441, -0.262, -0.107, 0.070, 0.075, 0.049, 0.109, 0.116, 0.106, 1.080, -0.554, 0.054, -0.511, -0.111, -0.210, -0.353, -0.518, 0.110, -0.100, -0.044, 0.099, 0.099, 0.095, 1.169, -0.006, 0.098, 0.094, 0.071, -0.345, 0.077, -0.078, 0.076, 0.096, 0.092, 0.090, 0.120, 0.121, 0.115, 0.114, 0.098, 0.116, 0.071, 0.068, 0.071]
}

=====

{
  "formula": "C17H24N4O6S2",
  "method": "wB97M-V/def2-TZVPD",
  "de_lowest_kj_mol": 12.2,
  "total_energy_ha": -2128.976633,
  "smiles": "COCCN(CCOC)S(=O)(=O)c1ccc(C(=O)Nc2nnc(CSC)o2)cc1",
  "elements": ["C", "H", "O", "C", "C", "N", "S", "O", "O", "C", "C", "C", "C", "C", "C", "H", "H", "C", "O", "N", "C", "N", "N", "C", "C", "H", "H", "S", "C", "H", "H", "H", "O", "H", "H", "H", "C", "H", "C", "O", "C", "H", "H", "H", "H", "H", "H", "H", "H", "H", "H", "H", "H"],
  "xyz": [[0.5799, -5.5388, -4.3337], [1.2103, -4.7709, -3.8721], [-0.7920, -5.2770, -4.1648], [-1.2501, -5.3566, -2.8341], [-0.9311, -4.1228, -1.9716], [-1.8046, -3.0173, -2.2694], [-2.5989, -2.2534, -1.0433], [-2.8604, -3.2417, -0.0356], [-3.7040, -1.5416, -1.6176], [-1.5069, -1.0456, -0.2694], [-2.0252, 0.2009, 0.0230], [-1.2438, 1.1364, 0.6774], [0.0625, 0.8149, 1.0398], [0.5727, -0.4447, 0.7295], [-0.2163, -1.3815, 0.0892], [0.1678, -2.3636, -0.1315], [1.5917, -0.6699, 1.0059], [0.9811, 1.7680, 1.7219], [2.1801, 1.7358, 1.6073], [0.3331, 2.6949, 2.5211], [0.9413, 3.6790, 3.2435], [0.3123, 4.5462, 3.9775], [1.2617, 5.3437, 4.5109], [2.4068, 4.9257, 4.0795], [3.7385, 5.4328, 4.4394], [4.4897, 5.0468, 3.7546], [3.7521, 6.5207, 4.4729], [4.1874, 4.8130, 6.1087], [3.0321, 5.8027, 7.0930], [2.0411, 5.7264, 6.6515], [3.0377, 5.3880, 8.0952], [3.3672, 6.8360, 7.1128], [2.2697, 3.8539, 3.2561], [-0.6684, 2.6579, 2.6441], [-1.6496, 2.1192, 0.8694], [-3.0375, 0.4214, -0.2753], [-1.7506, -2.3837, -3.5623], [-2.7184, -1.9023, -3.7080], [-0.6257, -1.3454, -3.6838], [-0.7735, -0.2364, -2.8304], [-1.7980, 0.6609, -3.2038], [-1.7227, 0.9160, -4.2669], [-1.6433, 1.5574, -2.6062], [-2.7911, 0.2529, -2.9950], [-0.5626, -1.0143, -4.7313], [0.3310, -1.7927, -3.4008], [-1.6172, -3.1559, -4.3225], [-1.1218, -4.3781, -0.9286], [0.1236, -3.8441, -2.0965], [-0.8298, -6.2484, -2.3483], [-2.3350, -5.4637, -2.8999], [0.7585, -5.5454, -5.4072], [0.8486, -6.5156, -3.9144]],
  "forces_ev_per_angstrom": [[0.04, -0.02, -0.01], [0.02, -0.01, -0.01], [-0.11, 0.07, -0.14], [0.01, 0.12, 0.31], [0.12, -0.62, -0.04], [-0.55, 0.60, 0.84], [0.00, -0.36, 0.18], [0.26, -0.02, -0.01], [0.25, 0.20, -0.12], [-0.45, -0.23, -0.12], [-0.20, -0.04, -0.04], [0.23, -0.11, 0.08], [-0.12, -0.29, -0.28], [-0.05, 0.07, 0.02], [0.06, -0.02, 0.06], [0.13, -0.14, -0.01], [0.07, -0.02, 0.00], [-0.20, 0.14, 0.10], [0.12, -0.14, -0.05], [0.03, -0.21, -0.21], [-0.17, 0.78, 0.62], [-0.80, -1.14, -0.79], [1.16, 0.72, 0.23], [-0.64, 0.50, 0.18], [0.20, -0.30, 0.57], [0.03, 0.13, -0.03], [-0.01, -0.04, -0.19], [0.08, 0.02, -0.08], [0.22, -0.14, -0.35], [-0.05, 0.05, 0.16], [-0.02, -0.01, 0.10], [-0.06, 0.10, 0.08], [0.02, -0.23, -0.15], [0.14, -0.04, 0.01], [-0.05, 0.08, 0.01], [-0.10, 0.12, -0.03], [0.12, 0.78, -0.42], [0.08, -0.04, -0.25], [-0.08, -0.23, -0.18], [0.04, -0.07, -0.04], [0.00, 0.04, -0.04], [-0.01, 0.03, 0.01], [-0.08, 0.04, -0.06], [0.00, 0.06, -0.04], [0.04, -0.05, 0.06], [-0.02, -0.04, -0.11], [-0.07, 0.09, 0.08], [0.24, -0.15, -0.06], [-0.04, -0.02, 0.08], [-0.04, 0.04, -0.01], [0.07, -0.04, 0.11], [0.10, -0.01, 0.04], [0.01, 0.02, -0.01]],
  "lowdin_charge": [-0.104, 0.082, -0.206, -0.189, -0.178, -0.228, 0.681, -0.272, -0.280, -0.251, -0.054, -0.006, -0.123, 0.016, -0.030, 0.110, 0.125, -0.400, 0.124, 0.189, -0.365, 0.094, 0.076, -0.416, -0.389, 0.086, 0.090, 0.806, -0.402, 0.013, 0.029, 0.034, 0.159, 0.147, 0.117, 0.118, -0.152, 0.116, -0.189, -0.199, -0.094, 0.094, 0.092, 0.075, 0.127, 0.124, 0.126, 0.116, 0.115, 0.126, 0.138, 0.092, 0.091]
}

=====

{
  "formula": "C17H24N6O3",
  "method": "wB97M-V/def2-TZVPD",
  "de_lowest_kj_mol": 493.0,
  "total_energy_ha": -1216.346894,
  "smiles": "[H]/N=C(\\N)NCCC[C@H](N)C(=O)N[C@@H](Cc1c[nH]c2ccccc12)C(=O)O",
  "elements": ["C", "C", "C", "C", "C", "C", "C", "C", "C", "C", "C", "C", "C", "C", "C", "C", "C", "H", "H", "H", "H", "H", "H", "H", "H", "H", "H", "H", "H", "H", "H", "H", "H", "H", "H", "H", "H", "H", "H", "H", "H", "N", "N", "N", "N", "N", "N", "O", "O", "O"],
  "xyz": [[-1.9910, -1.2001, -0.6398], [-1.6798, -2.7271, -0.6113], [-2.9084, -1.0640, 0.7043], [-3.0363, 0.3168, 1.3735], [-1.8737, 1.2121, 1.0825], [-2.5642, 3.1719, -0.3569], [0.7037, -2.4876, 0.0004], [0.3673, -2.2363, 1.5948], [1.1177, -1.4018, -0.9962], [2.4930, -0.8108, -0.9585], [3.6721, -1.2730, -1.5676], [2.9442, 0.3602, -0.2818], [4.2711, 0.4242, -0.3484], [2.2462, 1.3211, 0.3457], [5.0562, 1.4642, 0.2508], [2.8594, 2.3828, 1.0324], [4.2297, 2.3650, 0.9908], [-3.4278, -0.1569, -1.6293], [-3.3637, -1.8953, -1.8687], [-1.2025, -0.4587, -0.6058], [-3.7771, -1.6195, 0.4267], [-2.3737, -1.7372, 1.5149], [-2.9463, 0.1356, 2.4013], [-3.9422, 0.8232, 1.0930], [-1.0315, 0.5606, 1.3233], [-1.9324, 2.0311, 1.9750], [-1.7269, 1.5804, -0.9745], [-3.8887, 4.2194, 0.3755], [-1.6113, 3.4640, -2.2339], [-3.1920, 4.0564, -2.2682], [-0.1932, -4.2572, -0.6505], [1.5328, -3.1189, 0.1880], [0.7736, -1.8206, -1.9531], [0.4242, -0.6197, -0.7875], [3.8264, -2.1422, -2.1225], [5.6675, -0.9903, -1.4456], [1.1437, 1.3733, 0.3247], [6.1153, 1.4679, 0.3976], [2.3245, 3.2791, 1.4185], [4.7625, 3.1494, 1.5935], [0.3098, -3.1831, 3.2603], [-2.8487, -0.9524, -1.7666], [-1.7447, 1.9939, -0.0878], [-3.1271, 3.6381, 0.6757], [-2.5502, 3.4159, -1.7380], [-0.4077, -3.2679, -0.4273], [4.7648, -0.6118, -1.2282], [-2.5842, -3.3827, -1.1581], [-0.0572, -1.3147, 2.0926], [0.3766, -3.4767, 2.2700]],
  "forces_ev_per_angstrom": [[-1.90, 0.19, 2.90], [0.08, -0.53, -3.90], [3.22, -1.58, 1.09], [-0.49, -0.57, -2.54], [0.35, 2.25, 4.03], [1.84, -2.80, 1.42], [0.56, -0.01, 2.90], [1.51, -5.85, -4.08], [-0.49, 0.39, 0.30], [1.78, -1.51, -1.69], [-3.18, -1.20, 0.76], [-2.26, -1.59, -0.19], [7.02, 1.00, -0.85], [-2.85, 3.36, 2.15], [-3.66, -0.38, 1.27], [-0.84, -0.69, -1.39], [3.61, 1.05, 0.52], [-0.69, 0.39, 0.23], [0.48, 2.34, -0.08], [0.20, -0.58, 0.13], [-0.96, 0.04, 0.09], [-1.08, 1.11, -1.41], [-0.55, -0.04, 1.58], [-0.69, 0.14, 0.23], [0.64, 0.71, -0.51], [0.45, -1.83, -2.05], [0.50, -1.58, -1.06], [-0.19, 1.20, 0.20], [-1.60, -0.42, 1.43], [0.70, -0.82, 1.70], [-1.01, 1.08, 0.25], [0.87, -1.10, -0.52], [0.57, 0.24, 0.00], [-0.14, 0.94, -0.25], [-0.23, -1.33, -1.00], [0.28, 0.61, 0.36], [0.52, -0.47, -0.12], [0.38, 0.00, -0.41], [0.29, -1.18, -0.07], [-0.42, -0.72, -0.75], [-0.06, -0.94, -2.51], [0.30, -2.59, -1.32], [-0.35, 2.41, -1.66], [-1.28, 0.33, -0.87], [0.44, 1.29, -2.13], [-1.23, -0.37, -0.23], [-0.76, 2.23, 1.65], [1.38, -0.37, 1.79], [-1.74, 5.90, 2.90], [0.65, 1.87, 1.68]],
  "lowdin_charge": [-0.301, -0.360, -0.110, -0.188, -0.278, -0.514, -0.202, -0.446, -0.076, -0.115, -0.083, -0.215, -0.181, -0.019, 0.021, -0.084, -0.126, 0.056, 0.103, 0.080, 0.094, 0.129, 0.091, 0.103, 0.079, 0.160, 0.065, 0.037, 0.123, 0.110, 0.179, 0.128, 0.145, 0.070, 0.108, 0.152, 0.110, 0.092, 0.120, 0.109, 0.166, 0.035, 0.005, 0.124, 0.080, 0.106, 0.098, 0.021, 0.167, 0.031]
}